218
Properties=species:S:1:pos:R:3:mulliken_charge:R:1 method="wB97M-V/def2-TZVPD" e_tot_ha=-4475.72630 homo_ev="-5.7 / -5.7" max_force_ev_per_a=6.114 s2=0.76 total_charge=+1 multiplicity=2 e_lumo_ev="-3.496 / -3.496" orbital_gap_ev="2.2 / 2.2"
C -9.791 8.147 -5.766 -1.4139
C -8.675 9.045 -6.263 -0.2270
C -8.544 10.315 -5.386 -0.6553
N -7.680 11.474 -5.942 0.4628
C -6.169 11.087 -5.690 -0.8686
C -5.226 12.257 -6.084 -1.0538
C -5.555 13.571 -5.286 1.9338
C -7.058 13.940 -5.238 -0.7150
C -7.931 12.686 -4.961 -0.8851
C -8.019 11.998 -7.313 -0.9037
H -9.997 7.264 -6.371 0.4038
H -10.763 8.641 -5.765 0.3466
H -9.489 7.730 -4.806 0.3526
H -8.756 9.270 -7.326 0.3206
H -7.739 8.516 -6.081 0.2439
H -8.156 10.098 -4.391 0.3873
H -9.534 10.771 -5.381 0.3980
H -6.034 10.687 -4.685 0.4783
H -6.050 10.219 -6.339 0.5025
H -4.200 11.926 -5.925 0.6001
H -5.214 12.438 -7.159 0.4190
H -5.259 13.442 -4.245 -0.5089
H -4.987 14.439 -5.621 -0.7511
H -7.291 14.695 -4.486 0.4711
H -7.429 14.470 -6.115 0.1055
H -7.711 12.294 -3.968 0.0754
H -8.963 13.034 -5.004 0.5710
H -7.271 12.713 -7.654 0.2378
H -9.027 12.412 -7.353 0.3251
H -7.939 11.181 -8.030 0.3127
C 0.440 23.078 -3.296 -1.5119
C 0.835 23.426 -4.783 0.0841
C -0.346 23.606 -5.734 -0.7099
N 0.063 23.601 -7.205 0.5412
C 0.335 22.112 -7.714 -0.6718
C -0.939 21.304 -7.973 1.1000
C -2.037 21.999 -8.767 -1.1600
C -2.401 23.410 -8.112 -0.5272
C -1.086 24.279 -8.030 -0.9259
C 1.344 24.540 -7.498 -1.0543
H -0.420 22.412 -3.225 0.4137
H 0.111 23.986 -2.789 0.4709
H 1.213 22.628 -2.673 0.2609
H 1.398 22.546 -5.090 -0.0577
H 1.500 24.289 -4.832 0.3621
H -0.843 24.554 -5.528 0.4877
H -1.100 22.831 -5.599 0.2621
H 0.938 21.589 -6.972 0.0231
H 0.798 22.272 -8.687 0.4089
H -1.340 20.935 -7.029 -0.2484
H -0.747 20.355 -8.475 -0.2647
H -2.933 21.412 -8.968 0.4302
H -1.782 22.288 -9.787 0.4977
H -2.735 23.282 -7.083 0.2264
H -3.235 23.785 -8.706 0.5371
H -1.161 25.317 -7.704 0.5029
H -0.707 24.365 -9.049 0.4415
H 1.440 24.579 -8.583 0.3900
H 2.193 24.125 -6.956 0.3475
H 1.180 25.471 -6.955 0.4022
C -5.722 16.156 -2.296 -1.4635
C -4.228 15.980 -2.782 1.6857
C -3.591 17.235 -3.335 -0.5764
N -2.412 16.970 -4.316 0.7651
C -1.976 18.321 -4.948 -1.0113
C -0.665 18.230 -5.684 1.8257
C 0.476 17.608 -4.873 0.4029
C 0.098 16.305 -4.161 0.1612
C -1.243 16.388 -3.456 -0.5492
C -2.717 15.929 -5.380 -0.5138
H -5.769 16.797 -1.416 0.0234
H -6.069 15.154 -2.042 0.3355
H -6.255 16.490 -3.186 0.3607
H -4.203 15.043 -3.339 -1.1354
H -3.778 15.528 -1.898 0.3291
H -3.279 17.807 -2.462 0.0795
H -4.283 17.788 -3.970 0.6991
H -1.903 19.080 -4.170 0.2826
H -2.841 18.526 -5.580 0.4786
H -0.232 19.157 -6.061 -0.5464
H -0.907 17.569 -6.516 -0.8853
H 0.796 18.338 -4.129 -0.3485
H 1.378 17.439 -5.461 -0.6956
H 0.926 15.979 -3.532 0.8516
H -0.007 15.594 -4.980 -0.2616
H -1.168 17.100 -2.634 -0.7916
H -1.676 15.506 -2.985 0.7892
H -3.716 16.153 -5.754 0.4391
H -2.664 14.917 -4.979 0.2427
H -2.112 16.010 -6.283 -0.2289
C -4.369 17.688 0.632 -1.5282
C -4.202 18.364 2.080 -0.4997
C -4.301 19.922 2.031 -0.7967
N -3.738 20.618 3.293 0.3450
C -4.489 20.263 4.605 -0.5704
C -5.908 20.637 4.558 -0.7904
C -6.163 22.144 4.303 -0.6898
C -5.300 22.682 3.137 -0.6997
C -3.862 22.146 3.158 -0.6972
C -2.208 20.236 3.514 -1.3466
H -4.778 16.690 0.791 0.5929
H -3.439 17.539 0.083 0.1063
H -5.133 18.069 -0.046 0.5082
H -3.282 18.019 2.553 0.4380
H -5.023 18.000 2.698 0.3381
H -5.354 20.204 2.040 0.5598
H -3.711 20.296 1.194 0.2593
H -4.513 19.176 4.687 0.4157
H -4.038 20.605 5.537 0.4662
H -6.477 20.079 3.814 0.2708
H -6.474 20.182 5.371 0.4515
H -7.219 22.294 4.077 0.4029
H -5.781 22.682 5.170 0.3104
H -5.758 22.309 2.221 0.2957
H -5.401 23.767 3.185 0.4118
H -3.145 22.324 2.357 0.5773
H -3.330 22.552 4.019 0.4289
H -1.689 20.235 2.555 0.5246
H -2.112 19.312 4.084 0.4219
H -1.735 20.958 4.179 0.4600
C 2.086 20.697 -0.482 -0.9719
N 1.961 19.368 0.268 0.1834
C 3.394 18.742 0.176 -0.6817
C 1.518 19.662 1.695 -1.0701
C 1.013 18.380 -0.469 0.4091
C -0.463 18.550 -0.330 -0.7396
O -1.068 19.650 -1.075 -0.3097
H 1.100 21.163 -0.484 0.3543
H 2.462 20.427 -1.469 0.3018
H 2.708 21.372 0.105 0.4508
H 3.528 18.595 -0.896 0.2632
H 3.408 17.861 0.817 0.3972
H 4.072 19.543 0.474 0.3492
H 2.133 20.442 2.145 0.3828
H 1.534 18.682 2.171 0.3845
H 0.500 20.046 1.631 0.4658
H 1.291 17.394 -0.096 0.4713
H 1.288 18.380 -1.524 -0.3463
H -0.756 18.534 0.720 0.4227
H -0.965 17.655 -0.699 0.1881
H -1.086 20.391 -0.464 0.2062
C 1.449 13.218 -2.640 -1.2213
N 2.358 12.678 -3.749 0.3245
C 3.442 11.743 -3.271 -0.9200
C 1.467 11.756 -4.590 -0.6569
C 2.947 13.773 -4.687 0.8268
C 4.039 14.713 -4.006 -0.5419
O 3.492 15.470 -2.963 -0.4096
H 0.673 13.821 -3.112 0.4600
H 2.133 13.760 -1.988 0.4226
H 0.938 12.359 -2.204 0.5248
H 3.877 11.095 -4.032 0.3568
H 3.080 11.148 -2.432 0.3821
H 4.245 12.372 -2.885 0.3211
H 0.763 11.223 -3.952 0.3718
H 2.160 11.005 -4.972 0.3575
H 0.999 12.276 -5.426 0.1535
H 2.103 14.365 -5.041 -0.8478
H 3.380 13.229 -5.527 0.5398
H 4.466 15.264 -4.844 0.1708
H 4.958 14.161 -3.809 0.4414
H 3.707 16.372 -3.212 0.2854
C 2.164 18.948 -8.149 -0.2336
N 3.373 18.408 -8.872 0.6323
C 2.832 17.524 -9.997 -0.8322
C 4.127 19.616 -9.442 -0.9246
C 4.208 17.512 -7.824 0.6826
C 5.056 16.395 -8.462 -0.8255
O 6.105 16.967 -9.273 -0.5386
H 1.561 18.082 -7.876 -0.5151
H 1.562 19.498 -8.874 0.4507
H 2.425 19.385 -7.186 0.3060
H 2.092 18.105 -10.547 0.4706
H 2.497 16.581 -9.566 0.0926
H 3.636 17.323 -10.705 0.4034
H 3.427 20.085 -10.132 0.3428
H 5.062 19.176 -9.788 0.3167
H 4.316 20.197 -8.540 0.3129
H 3.498 17.034 -7.149 -0.4996
H 4.824 18.205 -7.251 0.1839
H 4.507 15.639 -9.023 0.2376
H 5.484 15.830 -7.634 0.5949
H 6.968 16.599 -9.069 0.3164
O 3.173 20.167 -4.097 -0.2577
C 4.056 19.186 -4.066 0.3312
O 5.055 19.322 -4.823 -0.8257
O 3.746 18.199 -3.369 -0.6302
H 3.482 20.834 -4.715 0.2186
O -0.870 17.915 -9.410 -0.3808
C -2.128 17.959 -9.166 0.6585
O -2.661 17.291 -8.217 0.0569
O -2.999 18.681 -9.745 -0.4098
H -0.654 17.243 -8.758 0.2959
O 0.351 13.832 -7.165 -0.3726
C 1.095 14.769 -7.753 0.1481
O 0.576 15.789 -8.128 -0.6059
O 2.299 14.591 -7.898 -0.7613
H 1.119 13.288 -7.354 0.2706
O -3.401 11.353 -3.566 -0.4797
C -2.803 12.394 -3.061 0.3086
O -1.781 12.856 -3.567 -0.6482
O -3.315 12.900 -2.078 -0.6973
H -4.195 11.251 -3.035 0.5770
O -5.281 21.773 -7.019 -0.6279
C -4.752 20.677 -6.463 0.5093
O -4.490 20.726 -5.299 -0.7136
O -4.583 19.675 -7.178 -0.4067
H -5.387 21.545 -7.946 0.3470
O -6.188 14.935 -8.288 -0.2611
C -5.647 16.113 -8.454 0.4904
O -5.630 16.924 -7.548 -0.6341
O -5.095 16.436 -9.505 -0.8124
H -5.924 14.415 -9.051 0.2106
O -6.227 12.746 -0.923 -0.5049
C -6.579 11.606 -1.453 0.6680
O -5.700 10.998 -2.050 -0.8000
O -7.777 11.195 -1.348 -0.8208
H -5.319 12.637 -1.215 0.3991